Below is 3 unconnected molecules or ions with the total composition C34H63N3OP3S2, with properties calculated with wB97M-V/def2-TZVPD.

CARTESIAN COORDINATES (ANGSTROEM)
C: 3.8753 -1.0268 1.8100
C: 4.9887 -2.0472 2.0995
C: 5.4894 -2.7914 0.8625
C: 6.4510 -1.9743 0.0036
C: 7.0834 -2.7999 -1.1176
C: 6.1732 -3.0713 -2.3158
C: 5.9674 -1.8991 -3.2862
C: 4.7220 -1.0495 -3.0120
C: 4.2097 -0.2834 -4.2460
C: 2.6835 -0.1957 -4.3565
C: 2.0550 0.9877 -3.6180
C: 1.9907 0.8293 -2.0917
C: 0.6694 0.2664 -1.5778
C: -0.5343 1.2059 -1.7982
C: -1.3880 1.3767 -0.5340
C: -2.7815 2.0561 -0.6559
P: -3.4641 2.3020 -2.3569
S: -2.4858 3.3591 -3.6279
C: -3.7541 1.1660 0.1599
P: -4.3300 2.0616 1.6746
S: -5.6553 3.3622 1.1950
N: -3.1023 -0.1794 0.3068
C: -3.6616 -1.1993 -0.6916
C: -2.7130 -2.3172 -1.0761
C: -3.4599 -3.3579 -1.9385
C: -3.6114 -4.7208 -1.2483
C: -2.4195 -5.6703 -1.4728
C: -1.4980 -5.7966 -0.2622
C: -1.6212 0.0729 0.2435
P: -0.9271 0.1243 1.9589
O: -0.5416 -1.2379 2.3737
H: 3.7344 -0.8717 0.7359
H: 2.9173 -1.3409 2.2274
H: 4.1022 -0.0543 2.2506
H: 4.6185 -2.7909 2.8093
H: 5.8262 -1.5518 2.5957
H: 5.9827 -3.7151 1.1760
H: 4.6158 -3.0855 0.2691
H: 5.9225 -1.1020 -0.3963
H: 7.2401 -1.5823 0.6516
H: 8.0164 -2.3411 -1.4546
H: 7.3656 -3.7670 -0.6887
H: 6.5948 -3.9096 -2.8739
H: 5.1995 -3.4165 -1.9489
H: 6.8515 -1.2546 -3.2372
H: 5.8918 -2.2982 -4.2993
H: 3.9187 -1.7146 -2.6699
H: 4.9174 -0.3565 -2.1887
H: 4.5988 -0.7868 -5.1338
H: 4.6215 0.7301 -4.2633
H: 2.2432 -1.1410 -4.0150
H: 2.4095 -0.0978 -5.4090
H: 1.0505 1.1686 -4.0146
H: 2.6316 1.8877 -3.8470
H: 2.7825 0.1572 -1.7592
H: 2.1901 1.7858 -1.6004
H: 0.4692 -0.6944 -2.0649
H: 0.8066 0.0362 -0.5142
H: -1.1375 0.8653 -2.6443
H: -0.1705 2.1930 -2.0836
H: -0.8053 2.0370 0.1180
H: -2.7969 3.0617 -0.2318
H: -3.7804 0.9835 -2.7371
H: -4.7205 2.8175 -1.9948
H: -4.6965 1.0580 -0.3875
H: -3.1421 2.5786 2.2177
H: -4.6965 1.0299 2.5609
H: -3.3009 -0.5735 1.2311
H: -4.5437 -1.6120 -0.2005
H: -4.0035 -0.6579 -1.5705
H: -1.8824 -1.9000 -1.6473
H: -2.2766 -2.7882 -0.1898
H: -4.4422 -2.9754 -2.2306
H: -2.8926 -3.4936 -2.8587
H: -3.7237 -4.5529 -0.1707
H: -4.5361 -5.1878 -1.5867
H: -2.8023 -6.6621 -1.7141
H: -1.8390 -5.3447 -2.3397
H: -0.8805 -4.9053 -0.1231
H: -2.0725 -5.9575 0.6517
H: -0.8124 -6.6345 -0.3804
H: -1.0679 -0.7844 -0.1254
H: 0.1199 1.0578 1.9374
H: -1.9810 0.6498 2.7444
N: -8.3741 9.4174 1.6023
C: -8.8798 8.3066 2.1312
C: -8.2372 7.0773 2.0911
C: -7.0033 6.9992 1.4663
C: -6.4653 8.1483 0.9103
C: -7.1886 9.3287 1.0059
H: -9.8472 8.4059 2.6107
H: -8.6968 6.2073 2.5405
H: -6.4703 6.0580 1.4140
H: -5.5055 8.1369 0.4114
H: -6.7985 10.2483 0.5838
N: 0.9244 0.4873 5.4037
C: 1.4561 1.1676 6.4190
C: 2.7301 0.9329 6.9130
C: 3.4992 -0.0568 6.3211
C: 2.9582 -0.7752 5.2669
C: 1.6721 -0.4687 4.8526
H: 0.8314 1.9376 6.8577
H: 3.1088 1.5187 7.7390
H: 4.5016 -0.2617 6.6739
H: 3.5219 -1.5539 4.7714
H: 1.2174 -1.0094 4.0292

Properties
Total charge = +1
Spin multiplicity = 1
Molar mass = 686.95 g mol⁻¹
HOMO energy = -11.11 eV

Atomic partial charges in e from the Löwdin method, atoms 1 to 99: -0.1066, -0.2583, -0.2290, -0.2101, -0.2103, -0.2083, -0.1979, -0.2241, -0.1949, -0.2093, -0.1934, -0.1921, -0.1913, -0.1894, -0.2868, -0.4231, 0.3539, 0.2279, -0.4731, 0.3483, 0.2655, -0.0592, -0.0879, -0.1680, -0.1820, -0.2043, -0.2488, -0.1098, -0.3227, 0.7641, -0.3966, 0.0545, 0.0484, 0.0715, 0.0956, 0.1047, 0.1127, 0.1083, 0.0954, 0.1142, 0.1101, 0.1080, 0.1071, 0.1001, 0.1186, 0.1045, 0.1035, 0.0946, 0.1046, 0.1153, 0.1089, 0.1083, 0.1061, 0.1139, 0.0866, 0.1193, 0.1183, 0.0969, 0.0877, 0.1027, 0.1280, 0.1012, -0.0132, -0.0070, 0.0911, -0.0073, -0.0024, 0.1529, 0.1497, 0.1020, 0.1091, 0.1208, 0.1117, 0.1123, 0.1063, 0.1095, 0.1056, 0.1041, 0.0653, 0.0748, 0.0733, 0.0956, 0.0526, 0.0138, 0.0570, -0.1519, -0.0734, -0.0940, -0.0751, -0.1527, 0.1046, 0.0995, 0.0322, 0.0988, 0.1044, 0.0430, -0.1581, -0.0669, -0.0652

=====

Below is 6 unconnected molecules or ions with the total composition C34H64N2O10S, with properties calculated with wB97M-V/def2-TZVPD.

CARTESIAN COORDINATES (ANGSTROEM)
C: 4.5967 1.1493 -3.5352
C: 4.1415 -0.3938 -3.3653
N: 4.8827 -1.1028 -2.2840
C: 4.3839 -0.7667 -0.9386
C: 3.0978 0.0304 -0.6138
C: 2.7280 0.2659 0.8670
C: 3.5494 -0.2465 2.0732
C: 4.8632 -1.0263 1.7649
C: 5.2396 -1.2688 0.2575
S: 6.8440 -2.1982 0.0148
C: 7.9004 -1.4156 1.3451
C: 9.3787 -1.0371 1.1050
C: 10.1339 -0.3512 2.2711
C: 9.4036 -0.0669 3.6155
C: 7.9312 -0.4728 3.8620
C: 7.1329 -1.1574 2.6940
N: 5.7256 -1.5565 2.8483
H: 4.2194 1.5558 -4.5421
H: 4.1721 1.7463 -2.6468
H: 5.7519 1.2060 -3.5574
H: 4.4364 -0.9164 -4.3556
H: 3.0161 -0.5374 -3.2626
H: 5.8863 -0.8312 -2.3104
H: 2.4311 0.4364 -1.4597
H: 1.7780 0.8621 1.0760
H: 3.2029 -0.0650 3.1561
H: 9.8244 -1.2629 0.0770
H: 11.2270 -0.0658 2.0836
H: 9.9835 0.4450 4.4504
H: 7.3786 -0.3035 4.8494
H: 5.3515 -1.3145 3.7788
C: -0.0776 5.7210 2.6692
O: -0.8848 5.8761 1.5089
C: -0.1571 5.6373 0.3052
C: -0.4544 4.2517 -0.2572
O: 0.0443 3.2260 0.5987
C: -0.9793 2.6390 1.3921
H: -0.7354 5.6827 3.5389
H: 0.5091 4.7990 2.6360
H: 0.5929 6.5812 2.7713
H: 0.9180 5.7717 0.4659
H: -0.4851 6.3887 -0.4194
H: 0.0608 4.1445 -1.2168
H: -1.5276 4.1242 -0.4361
H: -1.5905 1.9749 0.7729
H: -1.6162 3.3929 1.8611
H: -0.5047 2.0467 2.1770
C: -5.8116 9.3244 2.6103
O: -4.8578 8.3565 3.0255
C: -4.9411 7.1511 2.2665
C: -3.8421 7.0819 1.2116
O: -4.0243 8.0781 0.2061
C: -3.1659 9.1954 0.3908
H: -5.5414 10.2823 3.0574
H: -5.8266 9.4401 1.5231
H: -6.8080 9.0380 2.9644
H: -5.9306 7.0463 1.8079
H: -4.8068 6.3231 2.9690
H: -3.8967 6.1102 0.7111
H: -2.8531 7.1672 1.6710
H: -2.1459 8.9295 0.0958
H: -3.1688 9.5465 1.4255
H: -3.5167 10.0045 -0.2527
C: 0.7389 -3.2513 2.3967
O: 0.3715 -2.0397 1.7516
C: 0.2183 -2.1992 0.3423
C: -1.2522 -2.2938 -0.0483
O: -1.8467 -3.4908 0.4514
C: -2.6277 -3.2616 1.6165
H: 0.6080 -3.1180 3.4719
H: 0.1166 -4.0899 2.0721
H: 1.7925 -3.4735 2.1940
H: 0.7750 -3.0724 -0.0147
H: 0.6504 -1.3110 -0.1269
H: -1.3231 -2.3342 -1.1399
H: -1.8052 -1.4112 0.2919
H: -3.5713 -2.7808 1.3391
H: -2.1008 -2.6424 2.3465
H: -2.8485 -4.2284 2.0739
C: -2.0983 0.2447 -3.9738
O: -1.4909 -1.0401 -3.9830
C: -2.3659 -2.0499 -4.4840
C: -2.0312 -2.4082 -5.9278
O: -2.3005 -1.3196 -6.8087
C: -1.1215 -0.6155 -7.1751
H: -1.3176 0.9894 -3.8105
H: -2.5968 0.4656 -4.9216
H: -2.8221 0.3062 -3.1535
H: -3.4126 -1.7408 -4.3904
H: -2.2200 -2.9359 -3.8589
H: -2.6724 -3.2378 -6.2411
H: -0.9899 -2.7357 -6.0179
H: -0.5519 -1.2033 -7.9015
H: -0.4929 -0.3924 -6.3095
H: -1.4182 0.3256 -7.6420
C: -3.5936 -10.2218 0.6782
O: -4.6736 -9.3435 0.3921
C: -5.0382 -8.5464 1.5172
C: -4.4826 -7.1313 1.3988
O: -3.0593 -7.1238 1.4799
C: -2.4448 -6.9971 0.2029
H: -3.2182 -10.6186 -0.2662
H: -2.7753 -9.7071 1.1889
H: -3.9476 -11.0550 1.2954
H: -4.7124 -9.0172 2.4512
H: -6.1311 -8.4953 1.5300
H: -4.8530 -6.5373 2.2403
H: -4.8239 -6.6534 0.4742
H: -2.5382 -5.9653 -0.1491
H: -2.8833 -7.6774 -0.5314
H: -1.3849 -7.2359 0.3092

Properties
Total charge = 0
Spin multiplicity = 1
Molar mass = 692.96 g mol⁻¹
HOMO energy = -7.62 eV
SMILES = CCNc1cccc2c1Sc1ccccc1N2.COCCOC.COCCOC.COCCOC.COCCOC.COCCOC

Atomic partial charges in e from the Löwdin method, atoms 1 to 99: -0.1070, -0.2787, -0.0548, -0.1993, -0.0396, -0.0689, -0.0213, -0.1851, -0.3401, 0.8618, -0.4027, -0.0776, -0.0841, -0.0809, -0.0168, -0.1898, 0.0132, 0.0748, 0.0690, 0.0823, 0.1165, 0.1071, 0.0972, 0.0944, 0.0861, 0.0987, 0.0949, 0.0869, 0.0833, 0.0910, 0.1182, -0.0983, -0.2235, -0.1880, -0.1944, -0.2041, -0.1062, 0.0911, 0.0845, 0.0902, 0.1275, 0.1228, 0.1238, 0.1243, 0.0856, 0.0830, 0.0879, -0.1133, -0.1938, -0.1951, -0.1991, -0.1917, -0.1072, 0.0880, 0.0834, 0.0870, 0.1241, 0.1224, 0.1231, 0.1064, 0.0824, 0.0850, 0.0885, -0.1057, -0.2060, -0.1926, -0.1857, -0.2041, -0.1019, 0.0877, 0.0828, 0.0879, 0.1318, 0.0981, 0.1163, 0.1226, 0.0882, 0.0846, 0.0823, -0.1099, -0.2060, -0.1992, -0.1977, -0.1933, -0.1113, 0.0866, 0.0848, 0.0870, 0.1268, 0.1208, 0.1241, 0.1257, 0.0876, 0.0816, 0.0892, -0.1118, -0.1943, -0.1997, -0.2034